A structure of composition C24H30Br4N2O2Se2Si2TaTe, computed with ωB97M-V/def2-TZVPD.

- frontier orbital gap (eV) = 5.23
- energy (eV) = -467890.449
- max |F| (hartree/bohr) = 0.0189
- charge = +3
- lowest unoccupied orbital energy (eV) = -10.3

Cartesian coordinates (Å):
1 Ta 0.36273 0.24202 -1.16210
2 Se -2.58025 0.53026 -1.73390
3 Se 1.44166 1.33319 -3.09389
4 C 1.53435 2.63630 -1.67864
5 C 2.30154 3.78583 -1.73071
6 C 2.35558 4.57816 -0.59459
7 C 1.66588 4.20544 0.56099
8 C 0.93119 3.04734 0.54647
9 N 0.84532 2.28869 -0.56892
10 C -2.31874 -0.88764 -0.45292
11 C -3.15562 -1.94983 -0.23035
12 C -2.79527 -2.86314 0.76631
13 C -1.63793 -2.66008 1.49545
14 C -0.82217 -1.58300 1.17909
15 N -1.14683 -0.71632 0.20835
16 H 2.84870 4.03842 -2.62794
17 H 2.95185 5.48196 -0.60290
18 H 1.71840 4.80074 1.46119
19 H 0.40592 2.69171 1.42380
20 H -4.06632 -2.07024 -0.80202
21 H -3.42976 -3.71767 0.96426
22 H -1.34343 -3.33755 2.28482
23 H 0.11646 -1.40835 1.68965
24 Br 3.99672 -5.61098 -1.32688
25 C 3.30595 -3.95496 -0.82691
26 C 3.88103 -3.23161 0.23442
27 Br 5.34905 -3.91301 1.15334
28 C 3.36188 -1.98526 0.61102
29 Br 4.06265 -0.94190 1.99717
30 C 2.25827 -1.51204 -0.06497
31 O 1.67402 -0.27393 0.11636
32 C 1.71343 -2.21536 -1.12389
33 O 0.70824 -1.50200 -1.74724
34 C 2.21342 -3.43488 -1.52998
35 Br 1.40568 -4.28937 -2.98283
36 C -7.28955 1.81878 2.64555
37 Si -5.45759 2.05987 2.52553
38 C -4.44161 0.88609 3.55665
39 C -4.90784 3.82636 2.79490
40 C -4.97950 1.57481 0.69252
41 Te -3.02034 2.10463 0.30664
42 C -3.36210 3.97662 -0.53589
43 Si -3.70276 4.19591 -2.44195
44 C -2.12675 3.70563 -3.33550
45 C -5.15935 3.12597 -2.89658
46 C -4.03047 6.01437 -2.59567
47 H -7.62581 2.03769 3.66155
48 H -7.58730 0.79407 2.41709
49 H -7.82926 2.48791 1.97294
50 H -4.59420 1.06325 4.62276
51 H -3.36745 0.99899 3.37373
52 H -4.71766 -0.15310 3.36154
53 H -5.13749 4.10786 3.82553
54 H -5.42662 4.53997 2.15118
55 H -3.82788 3.97771 2.68023
56 H -5.60765 2.04822 -0.06326
57 H -5.06050 0.48729 0.62284
58 H -2.49928 4.58489 -0.25649
59 H -4.23012 4.32236 0.03378
60 H -1.96072 2.62997 -3.42879
61 H -1.24748 4.15484 -2.86478
62 H -2.16940 4.09112 -4.35711
63 H -5.04411 2.07276 -2.62726
64 H -5.31626 3.15923 -3.97714
65 H -6.07717 3.49605 -2.43393
66 H -3.17468 6.61144 -2.27548
67 H -4.90251 6.33039 -2.02083
68 H -4.22739 6.26222 -3.64161

Löwdin atomic charge list, values in e, 2 entries:
1 Ta 1.527
2 Se 0.771



A cluster of 2 separate species, C3H5NO2 in total in a non-equilibrium geometry, computed with ωB97M-V/def2-TZVPD.

- SMILES = N#CC(=O)CO.[H][H]
- frontier orbital gap (eV) = 10.55
- energy (eV) = -8774.254
- max |F| (hartree/bohr) = 0.0261
- lowest unoccupied orbital energy (eV) = -0.7

Cartesian coordinates (Å):
1 N -2.79325 -1.13197 -0.51350
2 C -1.83294 -0.50348 -0.36964
3 C -0.60132 0.30184 -0.30975
4 O -0.64408 1.51198 -0.31748
5 C 0.76105 -0.37592 -0.44823
6 O 1.67919 0.42533 0.25169
7 H 0.99794 -0.34984 -1.51690
8 H 0.80281 -1.40754 -0.07915
9 H 1.32672 1.32813 0.12969
10 H 0.52394 0.19332 1.56375
11 H -0.22004 0.00816 1.60952

Löwdin atomic charge list, values in e, 2 entries:
1 N 0.189
2 C -0.105



The ion C10H18N with charge +1 in a non-equilibrium geometry, computed with ωB97M-V/def2-TZVPD.

- SMILES = CCCC1=C2[C@@H]1[C@H]2[N@@H+](C)CC
- frontier orbital gap (eV) = 9.17
- energy (eV) = -12141.588
- max |F| (hartree/bohr) = 0.0634
- charge = +1
- lowest unoccupied orbital energy (eV) = -3.2

Cartesian coordinates (Å):
1 C 0.17644 -1.69109 3.61848
2 C -0.76292 -0.65697 3.01033
3 C -0.01663 0.56297 2.46389
4 C 0.64855 0.31714 1.18537
5 C 1.68696 0.79156 0.42451
6 C 0.84417 -0.80040 0.33033
7 C 1.38652 0.11577 -0.87604
8 N 0.27812 0.69240 -1.65395
9 C 0.71538 1.90657 -2.36734
10 C -0.35500 -0.31075 -2.56413
11 C -1.83298 -0.02629 -2.76080
12 H -0.39301 -2.54803 3.96682
13 H 0.70801 -1.26803 4.46711
14 H 0.91175 -2.04027 2.89827
15 H -1.34953 -1.11271 2.20847
16 H -1.45919 -0.32330 3.78040
17 H -0.70969 1.40069 2.32645
18 H 0.73551 0.90631 3.18090
19 H 1.24042 -1.77291 0.55680
20 H 2.19076 -0.23255 -1.51487
21 H -0.44002 0.97121 -0.97111
22 H 1.07878 2.64317 -1.65277
23 H 1.52405 1.66125 -3.05429
24 H -0.11423 2.32604 -2.93125
25 H 0.17758 -0.29767 -3.51618
26 H -0.23314 -1.29530 -2.10763
27 H -2.36378 -0.03877 -1.80985
28 H -2.01300 0.92596 -3.25332
29 H -2.25990 -0.80598 -3.38463

Löwdin atomic charge list, values in e, 2 entries:
1 C -0.090
2 C -0.244



A cluster of 2 separate species, C6H18OP4 in total in a non-equilibrium geometry, computed with ωB97M-V/def2-TZVPD.

- frontier orbital gap (spin up / spin down) (eV) = 6.50 / 6.50
- energy (eV) = -45709.869
- max |F| (hartree/bohr) = 0.0890
- lowest unoccupied orbital energy (spin up / spin down) (eV) = -1.4 / -1.4

Cartesian coordinates (Å):
1 C -2.01000 1.86220 0.49372
2 C 2.51263 -0.11926 0.37888
3 C -1.31345 1.33815 -0.73703
4 C 1.41103 0.73622 -0.28747
5 C -0.03772 -1.25351 -1.47845
6 C -0.32660 -3.40164 0.19646
7 O -2.52639 -1.90889 0.53481
8 P -2.93616 3.50446 0.25911
9 P 3.99374 0.85799 0.84679
10 P -0.20372 -0.09731 -0.16199
11 P -1.30985 -2.43607 1.16979
12 H -1.34048 2.20575 1.37013
13 H -2.72370 1.12742 0.78980
14 H 2.95190 -0.78963 -0.34716
15 H 1.94934 -0.46873 1.26574
16 H -2.01517 1.00929 -1.54600
17 H -0.40589 1.95670 -1.23389
18 H 1.43712 1.67113 0.22915
19 H 1.48158 0.83785 -1.31548
20 H -0.92693 -1.51999 -2.05154
21 H 0.91149 -1.45683 -1.74630
22 H -0.52707 -3.34732 -0.90669
23 H 0.72391 -3.60125 0.43104
24 H -3.71397 3.08034 -0.96769
25 H -2.05362 4.07669 -0.58776
26 H 4.72184 0.84137 -0.32495
27 H 4.57234 -0.13072 1.68959
28 H -1.55403 -3.28781 2.25648
29 H -0.74216 -1.28658 1.78093

Löwdin atomic charge list, values in e, 2 entries:
1 C -0.590
2 C -0.568



A cluster of 2 separate species, C5H11NO2 in total in a non-equilibrium geometry, computed with ωB97M-V/def2-TZVPD.

- SMILES = C/N=C\CO.CC=O
- frontier orbital gap (eV) = 9.80
- energy (eV) = -10945.683
- max |F| (hartree/bohr) = 0.0790
- lowest unoccupied orbital energy (eV) = 0.5

Cartesian coordinates (Å):
1 C 0.02818 -1.69300 0.86106
2 N -0.23400 -0.27251 0.98942
3 C 0.69096 0.63181 0.76393
4 C 2.07247 0.42933 0.17683
5 O 2.18085 -0.57616 -0.80024
6 H -0.59628 -2.20884 1.58994
7 H -0.25208 -2.03096 -0.14008
8 H 1.07349 -1.96147 1.01832
9 H 0.56573 1.58597 1.27853
10 H 2.41499 1.39848 -0.21452
11 H 2.74431 0.15560 1.00082
12 H 1.39947 -0.56167 -1.37790
13 C -2.34296 0.82178 -0.53074
14 C -0.92885 0.47570 -0.89277
15 O -0.54060 -0.31336 -1.73712
16 H -2.94114 -0.08643 -0.53919
17 H -2.36969 1.25412 0.46596
18 H -2.74326 1.54011 -1.24250
19 H -0.22160 1.41149 -0.66974

Löwdin atomic charge list, values in e, 2 entries:
1 C -0.102
2 N -0.048